Run P
A 2-piece molecular cluster, C14H16 overall. Source: the Open Molecules 2025 dataset; level of theory: wB97M-V/def2-TZVPD.

As for the SMILES: Cc1ccccc1.Cc1ccccc1. The HOMO-LUMO gap comes out at 9.93 eV.

Each atom is followed by the atoms it is bonded to, with distances in Å.
Cartesian coordinates (Å):
1 C 3.489 -2.060 -2.559  C2 1.518, H8 1.086, H9 1.090, H10 1.092
2 C 2.835 -0.992 -1.700  C1 1.518, C3 1.391, C7 1.386
3 C 1.732 -0.285 -2.167  C2 1.391, C4 1.385, H11 1.086
4 C 1.107 0.650 -1.359  C3 1.385, C5 1.384, H12 1.085
5 C 1.538 0.853 -0.059  C4 1.384, C6 1.383, H13 1.083
6 C 2.680 0.206 0.378  C5 1.383, C7 1.392, H14 1.079
7 C 3.373 -0.654 -0.468  C2 1.386, C6 1.392, H15 1.081
8 H 2.736 -2.590 -3.134  C1 1.086
9 H 4.063 -2.717 -1.905  C1 1.090
10 H 4.211 -1.602 -3.238  C1 1.092
11 H 1.279 -0.562 -3.114  C3 1.086
12 H 0.212 1.167 -1.688  C4 1.085
13 H 0.947 1.349 0.701  C5 1.083
14 H 3.093 0.370 1.362  C6 1.079
15 H 4.317 -1.070 -0.143  C7 1.081
16 C -2.237 -0.719 -0.551  C17 1.521, H23 1.091, H24 1.088, H25 1.092
17 C -2.384 0.190 0.659  C16 1.521, C18 1.388, C22 1.393
18 C -3.207 1.307 0.629  C17 1.388, C19 1.398, H26 1.082
19 C -3.440 2.009 1.816  C18 1.398, C20 1.381, H27 1.086
20 C -2.916 1.559 3.012  C19 1.381, C21 1.392, H28 1.085
21 C -1.946 0.561 2.999  C20 1.392, C22 1.389, H29 1.083
22 C -1.690 -0.133 1.823  C17 1.393, C21 1.389, H30 1.084
23 H -1.361 -0.424 -1.129  C16 1.091
24 H -3.128 -0.760 -1.174  C16 1.088
25 H -2.067 -1.731 -0.177  C16 1.092
26 H -3.697 1.715 -0.246  C18 1.082
27 H -4.085 2.881 1.768  C19 1.086
28 H -3.142 2.005 3.975  C20 1.085
29 H -1.452 0.303 3.927  C21 1.083
30 H -0.860 -0.827 1.762  C22 1.084

Partial charges, Mulliken, in e: C -1.39; C 0.88; C -0.44; C -0.47; C -0.63; C -0.51; C -0.54; H 0.36; H 0.36; H 0.30; H 0.32; H 0.55; H 0.45; H 0.39; H 0.36; C -1.27; C 0.86; C -0.49; C -0.38; C -0.53; C -0.53; C -0.38; H 0.14; H 0.40; H 0.36; H 0.37; H 0.36; H 0.35; H 0.37; H 0.38


Run Q
A 2-piece molecular cluster, C14H16 overall. Source: the Open Molecules 2025 dataset; level of theory: wB97M-V/def2-TZVPD.

As for the SMILES: Cc1ccccc1.Cc1ccccc1. The HOMO-LUMO gap comes out at 9.82 eV.

Each atom is followed by the atoms it is bonded to, with distances in Å.
Cartesian coordinates (Å):
1 C -2.177 -1.010 1.040  C2 1.524, H8 1.092, H9 1.087, H10 1.084
2 C -0.971 -1.754 0.478  C1 1.524, C3 1.381, C7 1.383
3 C -0.054 -1.183 -0.382  C2 1.381, C4 1.390, H11 1.073
4 C 1.098 -1.869 -0.747  C3 1.390, C5 1.390, H12 1.084
5 C 1.352 -3.159 -0.296  C4 1.390, C6 1.395, H13 1.082
6 C 0.451 -3.710 0.615  C5 1.395, C7 1.421, H14 1.084
7 C -0.722 -3.009 1.003  C2 1.383, C6 1.421, H15 1.080
8 H -2.150 -1.102 2.128  C1 1.092
9 H -3.089 -1.539 0.775  C1 1.087
10 H -2.127 0.008 0.672  C1 1.084
11 H -0.098 -0.241 -0.895  C3 1.073
12 H 1.678 -1.443 -1.557  C4 1.084
13 H 2.223 -3.649 -0.712  C5 1.082
14 H 0.779 -4.652 1.040  C6 1.084
15 H -1.203 -3.519 1.826  C7 1.080
16 C -1.176 2.796 -1.818  C17 1.501, H23 1.087, H24 1.081, H25 1.101
17 C -0.130 2.391 -0.821  C16 1.501, C18 1.387, C22 1.402
18 C -0.432 2.346 0.532  C17 1.387, C19 1.378, H26 1.087
19 C 0.485 1.917 1.466  C18 1.378, C20 1.400, H27 1.084
20 C 1.810 1.693 1.071  C19 1.400, C21 1.392, H28 1.082
21 C 2.083 1.541 -0.285  C20 1.392, C22 1.386, H29 1.082
22 C 1.090 1.819 -1.211  C17 1.402, C21 1.386, H30 1.086
23 H -0.844 2.727 -2.851  C16 1.087
24 H -1.608 3.763 -1.601  C16 1.081
25 H -1.964 2.042 -1.672  C16 1.101
26 H -1.444 2.623 0.816  C18 1.087
27 H 0.336 1.750 2.526  C19 1.084
28 H 2.631 1.711 1.775  C20 1.082
29 H 2.982 1.052 -0.634  C21 1.082
30 H 1.191 1.659 -2.280  C22 1.086

Partial charges, Mulliken, in e: C -1.33; C 0.82; C -0.08; C -0.61; C -0.55; C -0.43; C -0.61; H 0.33; H 0.39; H 0.18; H 0.46; H 0.35; H 0.37; H 0.33; H 0.34; C -1.41; C 0.92; C -0.43; C -0.44; C -0.62; C -0.25; C -0.63; H 0.36; H 0.37; H 0.28; H 0.42; H 0.42; H 0.39; H 0.38; H 0.28


If we sort the structures by their calculated energies, the order from most to least stable is run P, run Q.


Run P
A 2-piece molecular cluster, C14H16 overall. Source: the Open Molecules 2025 dataset; level of theory: wB97M-V/def2-TZVPD.

As for the SMILES: Cc1ccccc1.Cc1ccccc1. The HOMO-LUMO gap comes out at 9.73 eV.

Each atom is followed by the atoms it is bonded to, with distances in Å.
Cartesian coordinates (Å):
1 C 0.234 1.826 4.191  C2 1.475, H8 1.168, H9 1.194, H10 1.131
2 C 1.231 1.472 3.163  C1 1.475, C3 1.350, C7 1.386
3 C 0.843 0.766 2.080  C2 1.350, C4 1.464, H11 1.197
4 C 1.724 0.601 0.922  C3 1.464, C5 1.359, H12 1.101
5 C 2.994 1.073 1.035  C4 1.359, C6 1.426, H13 1.156
6 C 3.369 1.838 2.178  C5 1.426, C7 1.367, H14 1.011
7 C 2.535 1.930 3.257  C2 1.386, C6 1.367, H15 1.015
8 H -0.289 0.819 4.471  C1 1.168
9 H -0.673 2.493 3.792  C1 1.194
10 H 0.857 2.298 5.007  C1 1.131
11 H -0.245 0.273 2.154  C3 1.197
12 H 1.228 0.034 0.119  C4 1.101
13 H 3.775 0.913 0.198  C5 1.156
14 H 4.313 2.173 2.317  C6 1.011
15 H 2.659 2.538 4.061  C7 1.015
16 C -1.369 -3.254 -1.414  C17 1.520, H23 1.056, H24 1.084, H25 1.033
17 C -1.653 -1.933 -2.110  C16 1.520, C18 1.439, C22 1.337
18 C -0.490 -1.352 -2.726  C17 1.439, C19 1.420, H26 1.065
19 C -0.616 -0.230 -3.587  C18 1.420, C20 1.376, H27 1.180
20 C -1.805 0.459 -3.655  C19 1.376, C21 1.426, H28 1.099
21 C -2.923 -0.295 -3.187  C20 1.426, C22 1.444, H29 1.101
22 C -2.883 -1.537 -2.453  C17 1.337, C21 1.444, H30 1.113
23 H -1.161 -4.075 -2.046  C16 1.056
24 H -2.301 -3.551 -0.947  C16 1.084
25 H -0.654 -3.161 -0.675  C16 1.033
26 H 0.517 -1.655 -2.555  C18 1.065
27 H 0.350 0.240 -4.076  C19 1.180
28 H -2.088 1.400 -4.146  C20 1.099
29 H -3.903 0.159 -3.400  C21 1.101
30 H -3.575 -2.262 -1.968  C22 1.113

Partial charges, Mulliken, in e: C -1.11; C 0.93; C -0.30; C -0.33; C -0.35; C -0.59; C -0.70; H 0.28; H 0.24; H 0.34; H 0.15; H 0.38; H 0.25; H 0.45; H 0.37; C -1.52; C 1.00; C -0.35; C -0.48; C -0.51; C -0.23; C -0.53; H 0.34; H 0.39; H 0.37; H 0.42; H 0.21; H 0.35; H 0.30; H 0.24


Run Q
A 2-piece molecular cluster, C14H16 overall. Source: the Open Molecules 2025 dataset; level of theory: wB97M-V/def2-TZVPD.

As for the SMILES: Cc1ccccc1.Cc1ccccc1. The HOMO-LUMO gap comes out at 9.84 eV.

Each atom is followed by the atoms it is bonded to, with distances in Å.
Cartesian coordinates (Å):
1 C 2.399 2.773 -0.407  C2 1.569, H8 1.090, H9 1.031, H10 1.142
2 C 2.353 1.450 -1.249  C1 1.569, C3 1.452, C7 1.379
3 C 3.534 0.638 -1.480  C2 1.452, C4 1.345, H11 1.127
4 C 3.364 -0.322 -2.407  C3 1.345, C5 1.385, H12 1.106
5 C 2.148 -0.811 -2.853  C4 1.385, C6 1.396, H13 1.103
6 C 0.993 -0.089 -2.546  C5 1.396, C7 1.484, H14 1.074
7 C 1.086 1.103 -1.668  C2 1.379, C6 1.484, H15 1.051
8 H 3.305 2.790 0.197  C1 1.090
9 H 1.692 2.928 0.328  C1 1.031
10 H 2.528 3.680 -1.089  C1 1.142
11 H 4.489 0.962 -0.975  C3 1.127
12 H 4.203 -0.978 -2.707  C4 1.106
13 H 2.089 -1.690 -3.517  C5 1.103
14 H 0.032 -0.470 -2.837  C6 1.074
15 H 0.298 1.798 -1.661  C7 1.051
16 C -4.045 -0.388 2.854  C17 1.455, H23 1.107, H24 1.101, H25 1.059
17 C -2.934 -0.702 1.967  C16 1.455, C18 1.342, C22 1.375
18 C -2.777 -0.278 0.703  C17 1.342, C19 1.435, H26 1.062
19 C -1.606 -0.639 -0.044  C18 1.435, C20 1.415, H27 1.025
20 C -0.645 -1.466 0.583  C19 1.415, C21 1.388, H28 1.095
21 C -0.794 -1.906 1.891  C20 1.388, C22 1.406, H29 1.107
22 C -1.964 -1.484 2.547  C17 1.375, C21 1.406, H30 1.184
23 H -4.081 0.718 2.893  C16 1.107
24 H -4.007 -0.729 3.899  C16 1.101
25 H -4.898 -0.711 2.316  C16 1.059
26 H -3.375 0.380 0.123  C18 1.062
27 H -1.530 -0.331 -1.019  C19 1.025
28 H 0.299 -1.751 0.107  C20 1.095
29 H -0.094 -2.605 2.387  C21 1.107
30 H -2.060 -1.870 3.663  C22 1.184

Partial charges, Mulliken, in e: C -1.45; C 0.86; C -0.57; C -0.36; C -0.48; C -0.36; C -0.46; H 0.39; H 0.42; H 0.26; H 0.29; H 0.28; H 0.36; H 0.41; H 0.43; C -1.30; C 0.78; C -0.57; C -0.43; C -0.07; C -0.76; C -0.16; H 0.28; H 0.34; H 0.31; H 0.38; H 0.46; H 0.31; H 0.36; H 0.06


If we sort the structures by their calculated energies, the order from most to least stable is run Q, run P.


Run P
A 2-piece molecular cluster, C14H16 overall. Source: the Open Molecules 2025 dataset; level of theory: wB97M-V/def2-TZVPD.

As for the SMILES: Cc1ccccc1.Cc1ccccc1. The HOMO-LUMO gap comes out at 9.85 eV.

Each atom is followed by the atoms it is bonded to, with distances in Å.
Cartesian coordinates (Å):
1 C -0.334 2.009 4.685  C2 1.516, H8 1.095, H9 1.089, H10 1.086
2 C -0.123 0.891 3.682  C1 1.516, C3 1.376, C7 1.413
3 C -0.642 -0.361 3.918  C2 1.376, C4 1.390, H11 1.085
4 C -0.376 -1.406 3.041  C3 1.390, C5 1.384, H12 1.083
5 C 0.515 -1.219 1.998  C4 1.384, C6 1.410, H13 1.084
6 C 0.968 0.083 1.699  C5 1.410, C7 1.373, H14 1.083
7 C 0.642 1.135 2.520  C2 1.413, C6 1.373, H15 1.082
8 H 0.314 1.789 5.540  C1 1.095
9 H -1.353 2.000 5.069  C1 1.089
10 H -0.068 2.976 4.270  C1 1.086
11 H -1.262 -0.487 4.800  C3 1.085
12 H -0.714 -2.421 3.211  C4 1.083
13 H 0.796 -2.187 1.597  C5 1.084
14 H 1.597 0.175 0.822  C6 1.083
15 H 1.008 2.093 2.178  C7 1.082
16 C 1.365 -1.389 -4.631  C17 1.552, H23 1.087, H24 1.080, H25 1.100
17 C 0.333 -0.628 -3.756  C16 1.552, C18 1.401, C22 1.376
18 C -0.279 -1.410 -2.769  C17 1.401, C19 1.366, H26 1.081
19 C -1.094 -0.771 -1.879  C18 1.366, C20 1.397, H27 1.084
20 C -1.425 0.583 -1.970  C19 1.397, C21 1.394, H28 1.078
21 C -0.844 1.310 -3.008  C20 1.394, C22 1.400, H29 1.086
22 C 0.025 0.702 -3.922  C17 1.376, C21 1.400, H30 1.081
23 H 0.917 -1.757 -5.550  C16 1.087
24 H 1.891 -2.028 -3.936  C16 1.080
25 H 2.043 -0.629 -5.047  C16 1.100
26 H 0.009 -2.432 -2.567  C18 1.081
27 H -1.456 -1.397 -1.071  C19 1.084
28 H -2.067 1.098 -1.274  C20 1.078
29 H -0.858 2.393 -2.934  C21 1.086
30 H 0.473 1.285 -4.715  C22 1.081

Partial charges, Mulliken, in e: C -1.37; C 0.96; C -0.43; C -0.39; C -0.56; C -0.46; C -0.52; H 0.29; H 0.35; H 0.35; H 0.36; H 0.37; H 0.37; H 0.39; H 0.30; C -1.32; C 0.99; C -0.68; C -0.13; C -0.75; C -0.31; C -0.57; H 0.30; H 0.37; H 0.33; H 0.32; H 0.36; H 0.41; H 0.32; H 0.36


Run Q
A 2-piece molecular cluster, C14H16 overall. Source: the Open Molecules 2025 dataset; level of theory: wB97M-V/def2-TZVPD.

As for the SMILES: Cc1ccccc1.Cc1ccccc1. The HOMO-LUMO gap comes out at 9.54 eV.

Each atom is followed by the atoms it is bonded to, with distances in Å.
Cartesian coordinates (Å):
1 C 1.294 -0.483 -3.685  C2 1.468, H8 1.187, H9 1.075, H10 1.069
2 C 0.381 -1.433 -3.038  C1 1.468, C3 1.371, C7 1.353
3 C -0.956 -1.206 -3.244  C2 1.371, C4 1.360, H11 1.147
4 C -1.926 -2.126 -2.998  C3 1.360, C5 1.415, H12 1.057
5 C -1.603 -3.400 -2.473  C4 1.415, C6 1.416, H13 1.144
6 C -0.219 -3.641 -2.291  C5 1.416, C7 1.492, H14 1.066
7 C 0.793 -2.550 -2.397  C2 1.353, C6 1.492, H15 1.102
8 H 2.448 -0.473 -3.404  C1 1.187
9 H 1.106 0.563 -3.528  C1 1.075
10 H 1.193 -0.628 -4.740  C1 1.069
11 H -1.198 -0.302 -3.908  C3 1.147
12 H -2.957 -1.942 -2.853  C4 1.057
13 H -2.370 -4.112 -2.011  C5 1.144
14 H 0.231 -4.602 -2.391  C6 1.066
15 H 1.806 -2.532 -1.964  C7 1.102
16 C 1.295 3.639 3.444  C17 1.441, H23 1.075, H24 1.139, H25 1.089
17 C 0.675 2.400 3.046  C16 1.441, C18 1.472, C22 1.370
18 C 0.732 1.737 1.734  C17 1.472, C19 1.385, H26 1.088
19 C -0.224 0.739 1.631  C18 1.385, C20 1.399, H27 1.106
20 C -0.904 0.108 2.678  C19 1.399, C21 1.353, H28 1.122
21 C -0.911 0.846 3.812  C20 1.353, C22 1.403, H29 1.088
22 C -0.117 1.972 4.079  C17 1.370, C21 1.403, H30 1.130
23 H 1.992 4.006 2.711  C16 1.075
24 H 1.764 3.644 4.482  C16 1.139
25 H 0.619 4.479 3.600  C16 1.089
26 H 1.319 2.293 1.006  C18 1.088
27 H -0.705 0.749 0.635  C19 1.106
28 H -1.604 -0.746 2.478  C20 1.122
29 H -1.496 0.418 4.622  C21 1.088
30 H -0.459 2.582 4.966  C22 1.130

Partial charges, Mulliken, in e: C -1.45; C 0.92; C -0.36; C -0.44; C -0.35; C -0.47; C -0.45; H 0.31; H 0.37; H 0.33; H 0.25; H 0.35; H 0.30; H 0.36; H 0.34; C -1.47; C 1.26; C -0.78; C -0.06; C -0.71; C -0.15; C -0.59; H 0.39; H 0.30; H 0.31; H 0.32; H 0.29; H 0.33; H 0.31; H 0.26


If we sort the structures by their calculated energies, the order from most to least stable is run P, run Q.